Entry 1:
Computed, not measured: a 2-piece molecular cluster, C18H33B2Cl3IN2O5Si overall, with wB97M-V/def2-TZVPD.

Calculated values
E_HOMO: -3.9 eV
energy: -87321.2662 eV
LUMO energy: 2.283 eV

The geometry in ORCA input format:
```
! wB97M-V def2-TZVPD RIJCOSX def2/J DEFGRID3
* xyz -1 1
C -2.06761 2.92979 -1.56240
N -2.55250 1.88480 -0.65584
C -3.03280 0.67594 -1.33274
B -1.59099 1.60272 0.45538
O -1.97654 2.07075 1.72697
B -0.10043 0.81693 0.35771
O 0.30956 0.09662 -0.90362
C 1.66289 0.21048 -1.02849
I 2.70148 -1.38385 -2.10100
C 1.82183 1.46701 -2.02091
O 0.68188 1.68837 -2.82890
C 0.67834 1.02992 -4.02869
C 1.70655 1.04654 -4.95704
C 1.56557 0.37931 -6.14565
C 0.41878 -0.30897 -6.46930
C -0.60411 -0.32944 -5.53687
C -0.46881 0.33201 -4.34153
C 2.21519 0.68397 0.37948
C 3.54132 1.46604 0.41529
N 3.57575 2.43297 1.53182
C 2.30697 -0.34429 1.57729
C 1.87831 -1.78628 1.27914
O 1.69108 -2.56685 2.48154
Si 0.10568 -3.01601 2.78533
C -0.76323 -3.83453 1.33224
C -0.90281 -1.59541 3.51568
C 0.20319 -4.32624 4.16226
O 1.13347 1.50728 0.77991
H -1.96922 2.59631 -2.60252
H -1.07123 3.26331 -1.22591
H -2.73782 3.80214 -1.50859
H -3.30527 0.92954 -2.36973
H -2.29137 -0.13791 -1.40036
H -3.97295 0.35337 -0.85868
H -2.82153 1.66799 1.97966
H -0.28195 -0.12494 1.15716
H 2.75202 1.34383 -2.58908
H 1.94980 2.36884 -1.41368
H 2.61334 1.60611 -4.74275
H 2.36254 0.40391 -6.88817
H 0.31478 -0.80795 -7.42895
H -1.53666 -0.84653 -5.75525
H -1.31894 0.29935 -3.66583
H 3.74373 2.05756 -0.48838
H 4.39331 0.77021 0.50528
H 3.44096 1.95518 2.41813
H 4.51893 2.81168 1.55536
H 1.69145 0.00424 2.41457
H 3.33415 -0.38601 1.97558
H 2.70073 -2.27841 0.74166
H 1.00166 -1.79262 0.62063
H -1.78482 -4.13594 1.59532
H -0.20003 -4.65413 0.87308
H -0.88186 -3.07310 0.54280
H -1.49022 -1.09481 2.74080
H -1.63837 -2.04850 4.20409
H -0.29022 -0.89962 4.09550
H -0.82297 -4.71247 4.26116
H 0.52264 -3.89349 5.11466
H 0.83197 -5.16205 3.83357
C -4.43644 1.49527 4.67311
Cl -5.26499 0.52180 5.89680
Cl -2.82029 1.93323 5.21223
Cl -4.36890 0.63027 3.13601
H -5.00399 2.40472 4.52368
*
```

Entry 2:
Computed, not measured: C29H24CrFNOS2 as an isolated structure, with wB97M-V/def2-TZVPD.

Calculated values
E_HOMO (spin up / spin down): -7.2 / -7.9 eV
<S²>: 6.021
energy: -86808.1938 eV
LUMO energy (spin up / spin down): 0.440 / 0.326 eV
energy above the lowest of the compared OMol25 structures with the same formula, charge and spin: 19.1 kJ/mol

The geometry in ORCA input format:
```
! wB97M-V def2-TZVPD RIJCOSX def2/J DEFGRID3
* xyz 0 5
Cr -0.71920 -0.99391 1.73792
S -4.38045 1.40886 2.79203
C -3.42707 2.58606 2.00459
C -2.23191 2.07677 1.58663
C -2.03189 0.67734 1.89143
C -3.15150 0.21710 2.55522
C -3.16975 -1.12633 3.19244
C -4.25660 -1.68724 3.85270
C -4.12165 -2.91351 4.46891
C -2.90905 -3.57421 4.42507
C -1.87433 -2.98186 3.73072
N -1.99338 -1.80003 3.11808
H -3.80037 3.60349 1.90326
H -1.50440 2.69760 1.06401
H -5.19688 -1.14846 3.87333
H -4.96609 -3.35721 4.98652
H -2.75832 -4.52888 4.91351
H -0.90036 -3.44604 3.64940
O 0.01080 -0.45128 -0.09262
S 1.07719 -0.19917 -1.12387
C 0.26577 -0.34904 -2.73177
C -0.85050 0.61325 -3.05682
C -0.65632 1.56163 -4.06048
C -1.65689 2.47154 -4.38187
C -2.86532 2.44183 -3.69470
C -3.06844 1.49700 -2.69478
C -2.06998 0.58169 -2.38075
C 1.40524 1.55062 -1.02552
C 2.59707 1.94507 -1.88013
C 3.86180 1.38676 -1.66874
C 4.93430 1.74081 -2.48037
C 4.75594 2.65836 -3.51151
C 3.50538 3.22373 -3.72125
C 2.43236 2.86515 -2.91136
H -0.08350 -1.38073 -2.68144
H 1.08081 -0.28790 -3.45737
H 0.28830 1.58166 -4.59987
H -1.49251 3.20274 -5.17090
H -3.65152 3.14863 -3.94533
H -4.00398 1.47028 -2.14723
H -2.23623 -0.14197 -1.59881
H 1.58654 1.68497 0.04194
H 0.48756 2.06687 -1.30305
H 4.01009 0.67627 -0.85799
H 5.91089 1.30265 -2.30437
H 5.59236 2.93521 -4.14558
H 3.36216 3.94887 -4.51601
H 1.45721 3.31476 -3.07110
F 4.68614 -4.04241 2.68950
C 3.48358 -3.45990 2.48435
C 2.97078 -2.63298 3.45401
C 1.72508 -2.03620 3.21956
C 0.97315 -2.22596 2.03918
C 1.57626 -3.09425 1.10674
C 2.81161 -3.71646 1.30962
H 3.53021 -2.46812 4.36996
H 1.33466 -1.39403 4.00606
H 1.06747 -3.30698 0.16925
H 3.24769 -4.39249 0.57965
*
```

Entry 3:
Computed, not measured: a 3-piece molecular cluster, C21H41ClN4O10P3 overall, with wB97M-V/def2-TZVPD.

Calculated values
E_HOMO: -11.2 eV
energy: -89259.2294 eV
LUMO energy: -3.486 eV

The geometry in ORCA input format:
```
! wB97M-V def2-TZVPD RIJCOSX def2/J DEFGRID3
* xyz 1 1
N -0.08250 -4.00162 -7.37602
C 0.21914 -4.04167 -6.08386
N -0.35747 -3.35818 -5.04429
C 0.33340 -3.81161 -3.97052
C 0.19473 -3.49072 -2.48782
O 0.00143 -2.08344 -2.27261
C 0.43491 -1.83991 -0.94756
C 1.65327 -1.17205 -0.69607
C 2.01878 -1.01175 0.67887
C 1.18812 -1.50494 1.71443
C -0.05660 -2.14777 1.44011
C -0.43388 -2.31806 0.08480
N 1.29401 -4.70601 -4.32678
P 2.49310 -5.59751 -3.34557
O 1.83772 -7.12028 -3.22779
Cl 4.17138 -5.67738 -4.57385
N 1.22178 -4.88003 -5.68153
H 0.52664 -4.43253 -8.05371
H -0.94407 -3.59743 -7.71042
H -0.70526 -4.00362 -2.08884
H 1.09382 -3.77703 -1.90934
H 2.25350 -0.81281 -1.53659
H 2.95973 -0.51429 0.92545
H 1.49291 -1.39092 2.76068
H -0.71663 -2.49855 2.24056
H -1.38801 -2.81042 -0.13988
H 0.87275 -7.02010 -3.19039
H 1.81435 -5.51533 -6.19847
O -2.40457 -0.96944 4.47756
P -3.86387 -0.56010 4.36093
O -3.71602 0.92182 5.08968
C -3.11868 1.98252 4.34489
C -4.01429 2.46722 3.21840
O -4.40868 -1.45737 5.63352
C -3.68669 -2.56572 6.16489
C -2.83499 -2.13168 7.34194
O -5.43206 -0.20052 3.90676
C -6.59607 -0.39630 4.71910
C -6.65731 0.51055 5.92846
H -2.14783 1.66001 3.95547
H -2.93871 2.79797 5.04626
H -4.14192 1.69244 2.45598
H -3.58568 3.34760 2.73695
H -5.00720 2.71624 3.59273
H -3.09342 -3.05863 5.39566
H -4.42739 -3.29329 6.50598
H -2.17730 -1.30286 7.07915
H -2.22497 -2.96040 7.70506
H -3.47254 -1.78352 8.15657
H -6.70437 -1.44502 4.99185
H -7.44564 -0.16708 4.07090
H -5.85611 0.30739 6.63644
H -7.60744 0.37187 6.44744
H -6.56782 1.55595 5.62953
O 3.84730 1.58814 -1.76458
P 3.40366 2.64896 -2.75532
O 4.70925 3.66207 -2.65834
C 5.90507 3.28975 -3.34383
C 5.75568 3.39393 -4.85112
O 2.38375 3.38936 -1.68424
C 1.91618 2.74676 -0.50182
C 2.80206 3.10265 0.67684
O 2.72694 3.58445 -3.96806
C 1.89223 4.73295 -3.77009
C 2.61373 5.91533 -3.16192
H 6.19822 2.27613 -3.05300
H 6.68762 3.96938 -3.00534
H 5.03470 2.66056 -5.22666
H 6.71076 3.21311 -5.34654
H 5.38945 4.37987 -5.13688
H 1.83778 1.66977 -0.63932
H 0.90448 3.11378 -0.31066
H 3.85079 2.88321 0.47351
H 2.49663 2.55482 1.57048
H 2.73783 4.17238 0.88365
H 0.99882 4.46842 -3.20698
H 1.54415 5.01525 -4.76702
H 2.95540 5.71263 -2.14881
H 1.94558 6.77758 -3.12490
H 3.49247 6.17509 -3.75409
*
```

Entry 4:
Computed, not measured: C22H23Cl2MnNOS4 as an isolated structure, with wB97M-V/def2-TZVPD.

Calculated values
E_HOMO (spin up / spin down): -6.5 / -6.6 eV
<S²>: 8.928
energy: -126430.4906 eV
LUMO energy (spin up / spin down): -1.496 / -1.709 eV
energy above the lowest of the compared OMol25 structures with the same formula, charge and spin: 344.2 kJ/mol

The geometry in ORCA input format:
```
! wB97M-V def2-TZVPD RIJCOSX def2/J DEFGRID3
* xyz 0 6
Mn -0.51542 -1.14813 0.19145
S -0.11557 -1.30476 2.45199
C 1.64265 -1.14481 2.51053
C 2.25960 -0.68024 3.67248
C 3.63876 -0.58072 3.74568
C 4.43629 -0.94846 2.66834
C 3.84161 -1.42118 1.51041
C 2.45754 -1.49789 1.43598
S 1.65816 -2.10255 -0.02732
C 2.08052 -0.84279 -1.26981
C 0.96808 -0.82700 -2.28437
C 1.26926 -0.51419 -3.56577
C 0.19029 -0.40035 -4.50594
C -1.05003 -0.73337 -4.12649
C -1.34012 -1.23188 -2.78349
C -2.53865 -1.77895 -2.51941
S -2.68484 -0.46495 0.52251
C -2.70010 1.23414 0.98655
C -2.98590 2.17278 -0.01158
C -3.10866 3.51897 0.28272
C -2.89425 3.96559 1.58484
C -2.57453 3.06165 2.57688
C -2.51983 1.67838 2.31655
S -2.38089 0.58790 3.64937
N -0.30120 -1.10955 -1.82183
H 1.63921 -0.38551 4.50951
H 4.09773 -0.20913 4.65278
H 5.51326 -0.87057 2.73068
H 4.44733 -1.72549 0.66539
H 3.02951 -1.09250 -1.73730
H 2.17130 0.09929 -0.73276
H 2.29542 -0.33507 -3.85373
H 0.38505 -0.07231 -5.51948
H -1.87687 -0.69345 -4.82368
H -2.80803 -2.18198 -1.55881
H -3.28719 -1.81287 -3.29827
H -3.12523 1.81018 -1.02250
H -3.34876 4.22261 -0.50394
H -2.96797 5.01937 1.82095
H -2.40248 3.39721 3.59087
C 0.31938 3.47685 -0.58298
C 0.21665 2.00692 -0.92686
O 0.41750 1.19354 0.25085
H 0.39774 4.07696 -1.49112
H 1.20901 3.65349 0.02319
H -0.55580 3.81079 -0.02504
H 0.99219 1.71703 -1.63345
H -0.74667 1.75538 -1.37689
H -0.35811 1.35333 0.81338
Cl 0.62677 -4.85662 1.82418
C -0.46489 -5.26173 0.49888
Cl -1.65689 -4.00065 0.12130
H -1.01752 -6.14712 0.78669
H 0.12561 -5.43558 -0.39213
*
```

> Which value of energy does entry 2 give?

-86808.1938 eV